10
Properties=species:S:1:pos:R:3:forces:R:3:lowdin_charge:R:1 method="wB97M-V/def2-TZVPD" de_lowest_kj_mol=138.6 lumo_ha=-0.0132 e_tot_ha=-776.1960 smiles="O=[N+]([O-])O[SiH2][N+](=O)[O-]" orbital_gap_ev=10.756
O 1.536874 -2.497679 0.226081 0.016 0.155 0.747 -0.021
Si 0.785784 -0.043753 0.400559 -0.671 -0.417 0.493 0.749
O -0.466808 -2.300549 -0.523131 0.201 0.380 0.923 0.035
O -0.679464 0.435626 -0.228665 0.275 0.741 -0.414 -0.172
N 0.495007 -1.861559 0.090716 0.152 -0.538 -1.944 -0.468
H 0.705663 0.137943 1.835385 0.293 0.103 0.327 -0.013
H 2.106304 0.188947 -0.212307 -0.460 0.265 -0.173 -0.002
N -1.329703 1.717089 -0.472967 -0.118 -2.546 -0.222 -0.440
O -0.834877 2.677733 -0.045889 1.517 1.782 1.023 0.155
O -2.318780 1.546201 -1.069781 -1.205 0.076 -0.759 0.179

30
Properties=species:S:1:pos:R:3:forces:R:3:lowdin_charge:R:1 method="wB97M-V/def2-TZVPD" de_lowest_kj_mol=320.4 lumo_ha=-0.1239 e_tot_ha=-721.1220 smiles="CC(=O)[C@]1(c2[nH]cn[n+]2C)CNCCO1" orbital_gap_ev=9.979 total_charge=+1
C -1.008935 2.409024 -1.101084 1.388 -0.766 -1.125 -0.165
C 0.148591 -0.771062 -0.538503 -0.530 1.703 1.106 -0.209
C 0.907848 -2.119756 -1.995211 2.786 0.040 -2.888 -0.093
H -1.365010 -2.701930 1.355028 1.204 -0.416 0.111 0.096
H 1.641784 1.442180 0.576901 1.361 -0.281 1.018 0.124
C -0.192023 0.248571 0.494168 -1.488 0.594 1.826 -0.280
H 1.881154 -0.988281 2.764148 1.814 1.138 2.320 0.081
H -1.354356 3.194057 -0.454000 -0.158 0.379 0.561 0.120
C 1.336875 -1.214804 1.935354 -0.199 -0.391 -1.730 0.026
O -1.643589 0.550186 0.402203 2.136 0.641 -0.885 -0.115
H -2.338725 -1.442053 0.588324 2.257 -2.150 -0.873 0.175
H 0.971288 2.942237 -0.957631 0.395 0.659 -0.156 0.107
H 1.238638 -2.278750 2.063014 -0.517 -0.585 -0.553 0.119
H 1.494811 -2.709301 -2.748633 -0.395 1.454 0.656 0.174
H 1.826353 -0.914930 1.027556 1.070 -0.519 -0.164 0.082
H -2.147165 -3.089380 -0.251664 0.973 0.704 1.006 0.133
C 0.098691 -0.450767 1.940710 -1.605 0.094 -0.444 -0.369
H -1.733038 0.310045 -1.628835 -0.205 1.450 0.028 0.131
N -0.050159 -2.690806 -1.446502 -1.838 -3.575 0.458 0.152
C 0.604287 1.550032 0.459349 -1.789 0.091 -1.778 -0.115
N 0.454147 2.093129 -0.890862 -1.797 -0.573 -0.286 -0.039
H 1.744161 -0.185474 -1.810000 0.379 1.047 -0.048 0.167
O -0.631926 -0.381568 2.880931 -0.323 0.562 -0.458 0.175
C -1.539107 -2.345849 0.356637 -5.901 1.288 -0.134 0.015
C -1.872650 1.184401 -0.926691 -2.577 -0.539 1.151 -0.127
H 0.073355 2.208743 1.130864 0.415 0.124 1.001 0.146
H -1.110750 2.750190 -2.130769 -0.109 0.083 -0.023 0.127
H -3.031391 1.555021 -0.912792 2.853 -1.218 -0.112 0.189
N -0.520505 -1.896362 -0.509173 1.020 0.757 0.015 -0.075
N 1.062076 -0.837976 -1.512850 -0.624 -1.795 0.400 0.247